13 unconnected molecules or ions with the total composition C51H126N2O13, computed with ωB97M-V with the def2-TZVPD basis set.

Structure (XYZ):
```
192
Properties=species:S:1:pos:R:3:forces:R:3
C 10.183474 -14.117964 -19.802536 -0.744 -1.050 0.350
C 10.666875 -14.494665 -18.344825 2.158 0.688 -2.404
C 12.233105 -14.544983 -18.487483 0.131 -0.316 0.986
C 12.896910 -14.535397 -17.115640 -0.828 1.493 1.078
C 12.429997 -13.180987 -16.402125 1.751 -0.427 -1.049
C 10.945793 -13.060284 -16.245086 -1.442 1.155 2.829
N 10.296718 -13.326043 -17.478562 0.789 -1.225 -2.254
O 8.894079 -13.241354 -17.405718 0.015 0.166 0.342
C 10.452348 -13.977658 -15.108126 0.218 -0.739 0.714
C 10.524006 -11.555354 -15.781602 0.539 -0.685 -0.890
C 10.175790 -15.924453 -18.075278 -1.246 0.607 0.835
H 10.831489 -13.518898 -20.442309 0.001 0.624 0.706
H 9.155475 -13.761593 -19.736813 0.128 0.450 -0.223
H 10.073951 -15.022266 -20.401162 0.103 -0.266 0.123
H 12.559635 -15.468271 -18.966038 -0.466 -0.098 -0.400
H 12.613934 -13.723557 -19.094391 -0.125 0.164 0.099
H 13.975910 -14.689373 -17.102401 0.173 0.630 -0.412
H 12.589157 -15.390101 -16.513256 -0.536 -0.052 0.031
H 12.735657 -12.320882 -16.997841 0.148 -0.091 -0.668
H 12.998849 -12.966478 -15.497420 -0.444 -0.475 0.555
H 11.167240 -14.770433 -14.887850 0.161 -0.089 -0.133
H 10.352745 -13.443648 -14.163128 0.012 0.200 0.053
H 9.508967 -14.499292 -15.269459 -0.157 0.346 -0.372
H 10.601205 -10.853479 -16.611968 -0.259 -0.192 -0.442
H 9.506109 -11.540435 -15.392038 -0.025 -0.113 -0.149
H 11.163316 -11.059789 -15.050986 0.331 -0.702 0.433
H 10.015836 -16.474157 -19.002818 0.307 0.088 0.070
H 9.182803 -15.790574 -17.646153 -0.207 -0.399 0.202
H 10.766922 -16.539186 -17.396490 0.152 0.274 0.084
H 8.772480 -12.481691 -17.979932 -0.606 0.128 0.037
C 10.197725 -9.238232 -8.090620 -0.689 0.501 0.401
C 8.659827 -9.313077 -7.937621 -0.045 -1.340 -1.271
C 8.266331 -8.679753 -6.551953 -0.697 -0.901 -1.453
C 6.828229 -8.242223 -6.453082 -0.754 -0.009 0.076
C 6.368611 -7.392907 -7.597966 0.136 -0.128 -0.717
C 6.598663 -8.041514 -9.002763 -0.982 0.812 -0.161
N 8.005884 -8.548541 -9.056119 -0.316 1.547 0.630
O 8.513240 -8.772570 -10.360406 -0.015 0.229 0.804
C 5.496404 -9.159793 -9.212451 1.106 0.117 0.487
C 6.281465 -6.822737 -9.999780 0.640 -1.329 0.009
C 8.239091 -10.876195 -8.055683 -1.683 0.408 0.970
H 10.560164 -9.840082 -8.923994 0.094 -0.050 0.261
H 10.616636 -9.509780 -7.121658 0.163 -0.654 -0.163
H 10.545767 -8.211112 -8.200172 -0.242 0.176 -0.366
H 8.260401 -9.472913 -5.804308 1.261 0.121 0.194
H 8.901987 -7.810779 -6.381845 0.295 -0.297 0.303
H 6.735257 -7.709630 -5.506615 -0.212 0.127 0.061
H 6.157917 -9.098046 -6.373407 0.055 -0.305 0.043
H 6.866436 -6.425893 -7.526131 0.171 0.092 -0.326
H 5.295815 -7.202056 -7.569972 -0.020 0.115 0.279
H 5.235946 -9.373220 -10.249140 0.169 0.162 -0.075
H 5.904792 -10.065315 -8.763744 -0.264 -0.150 -0.147
H 4.586348 -8.927527 -8.659317 -0.049 0.182 -0.153
H 6.424329 -7.113384 -11.040551 0.621 -0.017 -0.040
H 5.231799 -6.530894 -10.033350 -0.205 -0.259 0.793
H 6.861770 -5.937235 -9.740509 0.160 -0.137 -0.184
H 7.279274 -11.003141 -7.554933 -0.454 0.484 0.370
H 8.725526 -11.708757 -7.547439 1.263 0.542 -0.002
H 7.919372 -11.278055 -9.017128 0.763 0.569 -0.653
H 8.134435 -9.585858 -10.701988 -0.261 -0.605 -0.081
C 13.013926 -15.489014 -7.693173 -0.249 -1.451 1.081
C 14.209531 -14.676664 -7.993339 1.546 -0.187 0.220
C 15.584902 -15.455930 -7.880381 -1.010 0.059 0.173
O 14.000309 -14.116433 -9.258014 0.152 1.433 -0.358
H 13.202222 -16.130139 -6.832014 -0.001 -0.109 0.222
H 12.865624 -16.169568 -8.531599 -0.506 0.097 -0.048
H 12.143295 -14.891749 -7.422291 -0.067 0.002 -0.545
H 14.241899 -13.834262 -7.302383 0.248 0.111 0.099
H 16.418276 -14.824895 -8.189212 -0.179 -0.164 0.209
H 15.637682 -16.400895 -8.421073 -0.380 0.183 -0.754
H 15.730707 -15.844500 -6.872473 0.033 0.613 0.380
H 14.200527 -14.740653 -9.959342 0.262 -0.449 -0.568
C 8.877835 -13.970192 -10.740505 0.616 -0.155 -0.802
C 7.838431 -13.510680 -11.805520 -0.114 -1.418 2.452
C 6.402907 -13.667409 -11.173059 0.499 -0.090 -1.152
O 8.079758 -12.172889 -12.043699 -0.409 1.948 -0.478
H 9.891799 -13.849056 -11.121694 0.162 0.192 -0.465
H 8.856340 -15.037126 -10.518534 -0.512 0.025 0.342
H 8.898309 -13.331201 -9.857679 -0.595 -0.209 0.161
H 7.992216 -14.100291 -12.709291 -0.378 -0.172 -0.088
H 6.279234 -14.643508 -10.703976 0.282 0.075 0.205
H 5.606347 -13.629707 -11.916142 0.114 0.206 -0.271
H 6.187850 -12.868343 -10.463579 0.328 -0.050 0.136
H 8.778423 -12.033433 -12.687151 0.093 -0.226 -0.034
C 12.477414 -9.868697 -11.502925 1.405 -0.312 -0.079
C 12.905704 -11.282649 -10.990970 -0.134 1.332 -1.531
C 13.844289 -11.999352 -11.968085 0.096 0.540 -0.117
O 13.662349 -11.201205 -9.806830 -0.444 0.414 0.733
H 13.363585 -9.236820 -11.562331 0.286 0.131 0.422
H 11.733416 -9.327846 -10.918076 -0.112 -0.357 0.061
H 12.216104 -9.890079 -12.560924 -0.610 -0.388 0.044
H 11.961822 -11.807930 -10.845166 0.047 -0.562 0.223
H 14.118982 -12.982768 -11.586579 -0.648 -0.285 -0.418
H 14.818857 -11.511203 -11.961948 -0.004 0.599 0.056
H 13.514485 -11.944345 -13.005531 -0.216 -0.604 -0.033
H 13.899215 -12.122990 -9.681122 0.335 -0.616 0.802
C 9.266457 -7.495921 -13.397408 0.769 -0.651 -0.956
C 9.808332 -7.336878 -14.853745 -0.597 1.264 0.521
C 8.717090 -6.974549 -15.899237 0.352 -1.159 -0.099
O 10.826644 -6.331500 -14.937523 0.477 -0.206 0.026
H 8.811776 -6.595133 -12.985174 -0.408 -0.100 -0.310
H 10.026765 -7.779492 -12.669669 0.460 0.145 -0.252
H 8.631611 -8.381107 -13.436462 -0.668 0.314 0.233
H 10.353196 -8.224640 -15.174842 -0.338 -0.282 0.135
H 7.830035 -7.606139 -15.851060 -0.161 0.065 0.536
H 9.101851 -7.235893 -16.885015 0.264 0.456 -0.136
H 8.417933 -5.926456 -15.889769 0.096 -0.023 0.211
H 10.453683 -5.461555 -14.777266 -0.135 0.054 0.094
C 16.490588 -7.803289 -11.961683 -0.654 -0.096 -0.361
C 15.705020 -6.558542 -11.477176 0.591 0.126 -1.128
C 14.422546 -6.189813 -12.201601 0.411 -0.884 -0.513
O 15.454176 -6.658425 -10.100882 0.477 0.817 0.087
H 16.496310 -8.015887 -13.030739 -0.558 0.400 -0.293
H 16.025030 -8.673147 -11.498323 0.391 -0.311 0.193
H 17.560133 -7.717167 -11.769964 -0.141 -0.106 0.757
H 16.379027 -5.745081 -11.745668 0.195 0.473 0.935
H 13.701823 -6.992732 -12.046754 -0.401 0.181 -0.014
H 14.645644 -6.139814 -13.267353 -0.207 0.159 -0.161
H 14.045671 -5.222856 -11.868330 -0.019 -0.181 0.107
H 15.122960 -7.544509 -9.937368 0.017 -0.436 0.432
C 16.812248 -12.657214 -14.846307 0.056 -0.131 0.427
C 17.294424 -13.954370 -14.083567 0.117 1.058 -1.903
C 18.812607 -14.193209 -14.096051 -0.617 -0.653 0.485
O 16.814047 -13.989079 -12.776333 -0.419 -0.163 0.500
H 17.575572 -12.058268 -15.342991 0.310 -0.182 0.212
H 16.290551 -12.010047 -14.141247 0.071 0.082 0.095
H 16.082578 -12.896199 -15.619975 -0.052 -0.200 -0.014
H 16.751113 -14.732801 -14.619236 0.403 -0.524 0.205
H 18.982924 -15.122234 -13.551979 -0.002 -0.288 -0.126
H 19.338281 -13.461331 -13.482767 -0.010 0.467 -0.459
H 19.230392 -14.321789 -15.094564 -0.002 0.360 0.057
H 17.332013 -13.377179 -12.248221 0.326 0.511 0.385
C 13.446450 -8.797967 -7.225498 0.727 0.152 0.283
C 14.990396 -8.800954 -7.346179 -0.040 0.327 0.888
C 15.750105 -9.809777 -6.480606 -1.550 -0.379 0.056
O 15.274978 -9.045629 -8.687951 0.472 -0.041 -0.852
H 13.095499 -7.942439 -7.802572 -0.130 0.087 0.162
H 13.106453 -8.735882 -6.191748 -0.065 0.133 0.015
H 12.998341 -9.675448 -7.691666 0.197 -0.235 0.070
H 15.389425 -7.819674 -7.089368 -0.192 0.245 -0.178
H 15.179788 -9.875661 -5.554060 0.618 0.127 0.551
H 16.817462 -9.626450 -6.357133 -0.227 0.164 0.059
H 15.590448 -10.796106 -6.916224 0.254 -0.232 -0.195
H 14.814451 -9.878352 -8.814774 -0.157 -0.441 -1.056
C 15.190004 -8.434366 -16.912517 -0.783 0.020 -0.021
C 13.734620 -8.272499 -16.425179 0.933 0.570 1.885
C 13.524238 -8.662171 -14.947577 0.549 -0.882 -0.521
O 13.482687 -6.882948 -16.407106 -0.250 0.397 -1.190
H 15.825965 -7.693933 -16.427324 -0.062 -0.115 0.247
H 15.241660 -8.216420 -17.979251 -0.030 -0.118 -0.069
H 15.568594 -9.440239 -16.730895 0.018 -0.012 -0.009
H 13.032245 -8.851063 -17.025197 -0.084 0.080 -0.424
H 12.486396 -8.553244 -14.632746 -0.161 -0.149 -0.223
H 14.085937 -8.015719 -14.273273 0.293 -0.133 -0.230
H 13.845598 -9.699003 -14.848606 -0.110 -0.217 0.513
H 12.657677 -6.780126 -15.927112 -0.413 0.507 0.108
C 17.173295 -12.862228 -9.375264 -0.594 0.981 -1.241
C 17.736705 -11.672182 -10.193007 -0.198 -0.139 2.637
C 18.534730 -10.749939 -9.238048 0.074 0.210 -0.951
O 18.546269 -12.121626 -11.249491 -0.146 -0.190 -0.839
H 16.642037 -12.434296 -8.525129 0.364 -0.315 0.399
H 17.929111 -13.612920 -9.144375 0.017 0.130 0.334
H 16.372424 -13.305814 -9.966821 0.134 -0.467 -0.057
H 16.852546 -11.158850 -10.570970 0.292 0.272 -0.416
H 18.000391 -10.498861 -8.321786 -0.096 -0.054 -0.187
H 18.797285 -9.832770 -9.765276 -0.165 0.188 0.061
H 19.499575 -11.189344 -8.984866 -0.038 -0.380 0.154
H 19.109485 -12.799291 -10.868490 0.333 -0.090 -0.034
C 13.135711 -16.938085 -11.570376 -0.277 -0.308 -0.309
C 14.256736 -16.291846 -12.384096 -1.063 1.237 0.065
C 13.757964 -15.420283 -13.530517 -0.595 -1.282 -0.347
O 14.847046 -15.305808 -11.535394 0.169 -1.348 1.207
H 12.593884 -17.710221 -12.116576 0.237 -0.101 -0.372
H 12.351418 -16.235769 -11.288021 0.244 0.355 0.166
H 13.514574 -17.442779 -10.681648 0.168 0.217 0.104
H 14.911446 -17.082633 -12.750331 0.582 0.147 0.222
H 13.129443 -14.663906 -13.060452 0.028 0.193 -0.426
H 13.181131 -16.019304 -14.235157 -0.251 0.072 -0.120
H 14.588833 -15.005861 -14.101480 -0.007 0.278 0.201
H 15.356410 -14.682797 -12.058838 0.668 0.123 -0.343
C 11.721731 -5.792598 -9.657669 -0.080 0.010 0.368
C 10.385577 -5.117349 -9.314017 0.737 0.876 -1.682
C 10.437820 -3.580642 -9.460488 0.364 -0.221 0.737
O 9.403793 -5.430863 -10.316390 -0.179 -0.012 0.357
H 11.596892 -6.870956 -9.756003 -0.015 -0.198 0.549
H 12.422536 -5.519224 -8.868846 0.233 -0.423 0.105
H 12.221209 -5.553904 -10.596630 -0.540 0.713 -0.114
H 10.093395 -5.398756 -8.302315 -0.306 -0.188 0.019
H 9.436454 -3.209238 -9.242722 -0.084 0.131 -0.734
H 10.859886 -3.358990 -10.440700 -0.680 0.130 -0.229
H 11.061430 -2.999032 -8.781555 0.377 -0.587 0.428
H 9.089344 -6.334792 -10.241311 0.112 -0.420 0.210
```
Forces are in eV/Å.

Computed properties:
- largest force on an atom (eV Å⁻¹) = 3.38
- frontier orbital gap (eV) = 8.73
- ΔE to the lowest compared entry with this formula, charge and spin (eV) = 2.906
- HOMO (eV) = -8.24